The following is a DFT calculation (wB97M-V/def2-TZVPD) of 2 unconnected molecules or ions with the total composition CO5S2 at a distorted geometry.

Values from the calculation:
Expectation value of S²: 2.01
LUMO (alpha / beta), eV: -0.039 / -3.356
F_max, eV Å⁻¹: 9.42
Spin multiplicity: 3
HOMO-LUMO gap (alpha / beta), eV: 8.2355 / 8.0126
Net charge: 0

Geometry as XYZ:
```
8
Properties=species:S:1:pos:R:3:nbo_charge:R:1
C 1.76424 0.23581 1.47473 1.0278
O 2.60534 1.01336 1.39223 -0.4890
O -0.40411 0.88687 -0.56864 -0.7866
O -1.99498 -0.48093 -2.13489 -0.8651
O 0.76530 -0.28739 1.29004 -0.5383
O -0.08606 -1.59918 -1.00587 -0.8604
S -1.56767 0.72621 0.53338 0.6039
S -1.08206 -0.49474 -0.98098 1.9078
```

---

The following is a DFT calculation (wB97M-V/def2-TZVPD) of a molecular structure, C20H24N2O3PdS at a distorted geometry.

Values from the calculation:
LUMO (alpha / beta), eV: -8.825 / -8.820
F_max, eV Å⁻¹: 2.27
Relative energy (zero: lowest compared OMol25 entry of this formula, charge and spin), eV: 1.9684
HOMO-LUMO gap (alpha / beta), eV: 6.2894 / 6.2949
Net charge: +2

Geometry as XYZ:
```
51
Properties=species:S:1:pos:R:3:nbo_charge:R:1
Pd 0.91101 -0.77344 -0.35708 1.0626
O 2.79548 -1.69024 -0.35730 -0.5786
C 3.54569 -1.86966 0.61256 0.5354
C 4.57438 -2.86157 0.52771 -0.3113
C 5.41402 -3.05351 1.56121 -0.0422
C 5.32976 -2.27145 2.78737 -0.1777
C 4.42065 -1.32538 2.93098 -0.1610
C 3.44967 -1.06314 1.86615 -0.0997
C 2.59829 -0.07007 2.03789 0.0534
N 1.55109 0.31506 1.15972 -0.1032
N 1.01707 1.36204 1.48745 -0.0899
C 0.06380 1.93071 0.49385 0.6333
O -0.03929 1.36555 -0.56075 -0.5862
C -0.57835 3.15123 0.91653 -0.1544
C -0.53022 3.58045 2.25104 -0.1432
C -1.19464 4.73442 2.61851 -0.2120
C -1.87939 5.46877 1.65877 -0.1067
C -1.91875 5.05635 0.32602 -0.1943
C -1.27797 3.89656 -0.04780 -0.1584
H 4.63284 -3.42769 -0.39055 0.2612
H 6.18792 -3.80717 1.49011 0.2536
H 6.02812 -2.47138 3.58734 0.2571
H 4.37833 -0.74355 3.84120 0.2450
H 2.69391 0.57849 2.89821 0.2549
H 0.01944 3.01370 2.98830 0.2343
H -1.17392 5.07037 3.64514 0.2455
H -2.38288 6.38227 1.94677 0.2437
H -2.44539 5.65047 -0.40746 0.2431
H -1.28563 3.56077 -1.07529 0.2376
C -2.96131 1.38074 -2.51986 -0.6268
C -3.41099 0.92781 -1.13793 -0.4147
C -3.34729 -0.58022 -0.94159 -0.5651
S -1.67794 -1.23945 -1.10681 1.1984
O -1.02148 -1.12936 0.29710 -0.9061
C -1.91564 -2.98982 -1.40562 -0.5896
C -0.59325 -3.58401 -1.88168 -0.3961
C -0.34911 -3.37228 -3.36889 -0.6216
H -3.20987 2.42931 -2.67622 0.2386
H -3.46110 0.81359 -3.30655 0.2213
H -1.88344 1.27447 -2.65378 0.2107
H -4.45371 1.20337 -0.96689 0.2472
H -2.83582 1.42211 -0.35165 0.2127
H -3.94659 -1.11960 -1.67844 0.2545
H -3.64956 -0.88721 0.06250 0.2652
H -2.70218 -3.06687 -2.15874 0.2599
H -2.27614 -3.42183 -0.47056 0.2653
H -0.58046 -4.64276 -1.62048 0.2552
H 0.23550 -3.14828 -1.28629 0.1718
H -1.11883 -3.86733 -3.96036 0.2322
H 0.61376 -3.77945 -3.67103 0.2407
H -0.35961 -2.31190 -3.63283 0.2042
```

---

The following is a DFT calculation (wB97M-V/def2-TZVPD) of H4O3SSi in the gas phase at a distorted geometry.

Values from the calculation:
SMILES string: O[Si](O)(O)S
LUMO, eV: 0.192
F_max, eV Å⁻¹: 4.00
Relative energy (zero: lowest compared OMol25 entry of this formula, charge and spin), eV: 0.2778
HOMO-LUMO gap, eV: 10.1092
Net charge: 0

Geometry as XYZ:
```
9
Properties=species:S:1:pos:R:3:nbo_charge:R:1
O -1.13027 0.32027 1.26956 -1.1272
O -0.63722 1.28769 -1.13435 -1.1044
O -0.43744 -1.43228 -0.49000 -1.0956
Si -0.19126 0.18975 -0.03756 2.1284
S 1.93452 0.29869 0.22634 -0.5507
H -1.94564 -0.30540 1.39088 0.5310
H 0.08040 2.02150 -1.35075 0.5213
H 0.20279 -1.70406 -1.16979 0.4939
H 2.12412 -0.67616 1.29566 0.2033
```

---

The following is a DFT calculation (wB97M-V/def2-TZVPD) of 15 unconnected molecules or ions with the total composition C33H78O15 at a distorted geometry.

Values from the calculation:
LUMO, eV: 0.436
F_max, eV Å⁻¹: 3.16
HOMO-LUMO gap, eV: 9.7084
Net charge: 0

Geometry as XYZ:
```
126
Properties=species:S:1:pos:R:3:mulliken_charge:R:1
C -1.07976 1.82556 5.95513 -0.6827
O -0.57141 0.98215 4.98614 -0.4057
H -0.23689 2.44046 6.29604 0.2757
H -1.92598 2.43066 5.69074 0.1980
H -1.37101 1.31324 6.87763 0.3180
H -1.19084 0.36848 4.59996 0.0954
C 3.98499 7.74080 0.71118 -0.7209
O 3.14430 7.03106 -0.13699 -0.5489
H 5.04193 7.71113 0.31021 0.2914
H 3.64981 8.71555 0.99878 0.3242
H 4.11314 7.19156 1.65690 0.2818
H 3.49024 6.15580 -0.25908 0.4010
C 1.06765 -1.91837 4.24662 -0.6941
O 0.18532 -2.09018 3.17830 -0.0001
H 2.09735 -1.86184 3.87194 0.2488
H 0.94226 -0.98910 4.93706 0.0961
H 1.00954 -2.77043 4.91569 0.3108
H 0.42247 -1.49730 2.42372 0.0871
C 2.02740 7.58339 -3.39025 -0.7124
O 3.07521 7.04424 -2.61162 -0.4609
H 1.02456 7.27038 -3.05425 0.2548
H 2.07000 8.68576 -3.40835 0.2873
H 2.13487 7.35744 -4.42396 0.2605
H 3.02492 7.33742 -1.68476 0.4340
C -2.38356 -4.00297 4.59676 -0.7696
O -2.35348 -3.12906 3.49497 -0.2631
H -3.34790 -4.52357 4.66621 0.2905
H -1.51731 -4.66968 4.63427 0.2700
H -2.22232 -3.45088 5.56937 0.2584
H -1.43749 -2.79249 3.39719 0.3060
C 1.11555 0.92752 1.51505 -0.0769
O 1.57241 -0.40948 1.38958 -0.6023
H 0.42957 1.12846 0.70482 0.1986
H 0.61755 1.01219 2.47801 0.1046
H 1.93280 1.70404 1.38928 -0.0060
H 1.19650 -0.85780 0.60892 0.2254
C 3.96680 -3.22287 -2.18232 -0.7502
C 3.88290 -1.67847 -2.14926 0.8848
O 3.69000 -1.01183 -3.14259 -0.5787
C 4.15616 -1.11277 -0.72905 -0.4832
H 2.88807 -3.44974 -2.23274 -0.1350
H 4.43376 -3.65232 -1.29632 0.3574
H 4.40196 -3.54466 -3.14170 0.3461
H 5.23419 -0.93131 -0.67734 0.4568
H 3.78902 -1.86560 -0.00996 0.0709
H 3.61999 -0.17326 -0.50874 -0.2173
C -3.34116 -5.95697 -1.78235 -0.6016
C -4.35726 -6.09711 -2.91895 0.6429
O -5.32924 -5.39754 -3.04406 -0.5698
C -4.00216 -7.05734 -4.01026 -1.1308
H -3.90523 -5.46539 -0.98425 0.3147
H -2.43364 -5.45452 -2.13844 -0.0625
H -3.09075 -6.97859 -1.46977 0.4557
H -4.39829 -6.72730 -4.93708 0.3782
H -4.57037 -7.97623 -3.74482 0.2947
H -2.89779 -7.23814 -3.98841 0.2997
C -4.14341 4.09159 0.45006 -1.2844
C -3.83464 3.27243 1.69219 0.8029
O -4.61263 2.45158 2.07784 -0.5448
C -2.55658 3.60260 2.44993 -0.4777
H -3.33145 4.32846 -0.22057 0.3263
H -4.41533 5.06315 0.75180 0.3821
H -5.03247 3.52767 -0.01436 0.2970
H -2.01154 4.48765 2.12041 0.4088
H -1.80988 2.78496 2.31896 -0.0885
H -2.83748 3.80917 3.52605 0.1823
C 2.82345 2.48326 -2.60062 -0.5202
C 1.38407 2.95219 -2.24923 0.7547
O 0.41324 2.61964 -2.87214 -0.6261
C 1.19940 3.96988 -1.15622 -0.4406
H 3.38728 3.35797 -3.02567 0.3572
H 2.60122 1.82216 -3.39775 0.4020
H 3.35299 2.05370 -1.75750 -0.2428
H 1.81988 3.90777 -0.23357 0.1243
H 0.10503 3.92642 -0.97997 0.1650
H 1.30604 4.97227 -1.51001 0.0497
C 6.13997 2.74386 -0.30804 -1.2747
C 5.28111 3.97601 0.13759 0.9096
O 4.76971 4.76407 -0.62425 -0.5669
C 5.12469 4.21137 1.62256 -0.9141
H 6.06716 1.91441 0.42179 0.3313
H 7.08861 3.25852 -0.40052 0.3963
H 5.86108 2.36349 -1.27703 0.3368
H 4.13083 3.80876 1.92885 0.1506
H 5.11221 5.31679 1.60926 0.0764
H 5.89866 3.88309 2.24535 0.4761
C -0.10651 -0.63011 -2.31587 -0.7519
C 0.43350 -2.05286 -2.09058 0.8868
O 0.89118 -2.32672 -0.99879 -0.1865
C 0.28598 -3.19039 -3.09992 -1.0610
H 0.41717 -0.00118 -1.59571 -0.2901
H -1.18432 -0.66166 -2.17887 0.0683
H 0.13894 -0.25244 -3.30191 0.5325
H 1.27974 -3.49366 -3.35983 0.5069
H -0.34758 -2.85017 -3.93079 0.2764
H -0.21467 -3.99321 -2.63072 0.0306
C -4.03769 -1.68984 -5.11983 -1.2824
C -3.88123 -1.77891 -3.58806 0.8538
O -2.84197 -2.14010 -3.06467 -0.4994
C -5.10399 -1.41636 -2.82791 -1.0836
H -3.05365 -1.91994 -5.57896 0.2835
H -4.43233 -0.75552 -5.48289 0.3855
H -4.80428 -2.45433 -5.37596 0.3604
H -6.03804 -1.48208 -3.39265 0.3560
H -5.08028 -0.47912 -2.31644 0.3513
H -5.09731 -2.12374 -2.00911 0.2902
C 2.20181 -5.15306 0.77344 -0.7182
C 0.80652 -5.44525 0.06821 0.8740
O 0.78420 -6.01960 -0.98105 -0.5842
C -0.38433 -4.80007 0.79631 -0.5348
H 2.13416 -5.27635 1.85935 0.3942
H 2.52730 -4.12927 0.51047 -0.2512
H 2.92888 -5.82861 0.39582 0.3876
H -1.30388 -5.10244 0.33465 -0.0196
H -0.19435 -3.70763 0.79260 -0.0835
H -0.47885 -5.16231 1.80786 0.5572
C -3.93807 -0.88845 1.35693 -1.5409
C -3.07976 -0.09525 2.33457 1.0456
O -2.03568 0.46380 2.07977 -0.2203
C -3.71752 -0.02335 3.72397 -0.9688
H -4.45301 -1.74917 1.84400 0.3356
H -3.42965 -1.03432 0.47644 0.3362
H -4.76843 -0.17614 1.09251 0.4091
H -3.10259 -0.68395 4.42467 0.2027
H -4.84288 -0.26283 3.68793 0.4300
H -3.62722 1.03950 4.11302 0.1256
```

---

The following is a DFT calculation (wB97M-V/def2-TZVPD) of C7H10 in the gas phase.

Values from the calculation:
SMILES string: C#CC1(CC)CC1
LUMO, eV: 1.140
F_max, eV Å⁻¹: 0.38
Relative energy (zero: lowest compared OMol25 entry of this formula, charge and spin), eV: 2.5271
HOMO-LUMO gap, eV: 10.4547
Net charge: 0

Geometry as XYZ:
```
17
Properties=species:S:1:pos:R:3:nbo_charge:R:1
C 2.00394 0.06287 -0.19932 -0.6117
C 0.90857 -0.48702 0.72635 -0.3799
C -0.46323 -0.08574 0.18857 -0.1473
C -0.82071 -0.52739 -1.21315 -0.4019
C -1.58045 -1.07881 -0.04567 -0.3869
C -0.86968 1.25920 0.55164 -0.0010
C -1.17004 2.38187 0.86819 -0.2467
H 2.91500 -0.54198 -0.17926 0.2104
H 2.26122 1.09968 0.04722 0.2137
H 1.62996 0.06156 -1.22797 0.2060
H 0.96684 -1.58119 0.80991 0.2050
H 1.01882 -0.08700 1.74274 0.2193
H -1.26541 0.20577 -1.87918 0.2273
H -0.11356 -1.19980 -1.69771 0.2155
H -1.39716 -2.12016 0.20462 0.2165
H -2.59266 -0.74156 0.16078 0.2260
H -1.43145 3.37967 1.14224 0.2357
```

---

The following is a DFT calculation (wB97M-V/def2-TZVPD) of 3 unconnected molecules or ions with the total composition C4H13NO2 at a distorted geometry.

Values from the calculation:
SMILES string: C=CCCN.O.O
LUMO, eV: 0.631
F_max, eV Å⁻¹: 5.38
Relative energy (zero: lowest compared OMol25 entry of this formula, charge and spin), eV: 3.7447
HOMO-LUMO gap, eV: 9.3529
Net charge: 0

Geometry as XYZ:
```
20
Properties=species:S:1:pos:R:3:nbo_charge:R:1
C -1.63044 -0.64418 0.84880 -0.2298
C -0.27609 -0.80035 0.06022 -0.4746
C 0.70245 0.37552 0.33757 -0.1383
C 1.21716 1.12412 -0.68320 -0.4444
N -2.82019 -1.01789 -0.02927 -0.7877
H -1.54712 0.41174 1.32514 0.2017
H -1.47861 -1.27065 1.70810 0.1905
H -0.55417 -0.77753 -0.99703 0.1970
H 0.39553 -1.65379 0.25571 0.2083
H 1.09095 0.53243 1.39101 0.2035
H 1.49660 0.68906 -1.58978 0.1998
H 1.47255 2.18367 -0.43644 0.1896
H -2.51137 -0.53547 -1.00072 0.3421
H -2.55077 -1.97193 -0.29140 0.3396
H -1.60836 3.85267 -1.82558 0.4570
H -0.43420 3.09578 -1.85341 0.4594
O -1.46573 2.89898 -1.75021 -0.9151
H 3.95212 -1.79238 2.01345 0.4616
H 2.96211 -2.78042 1.33803 0.4660
O 3.58756 -1.91938 1.17900 -0.9263
```

---

The following is a DFT calculation (wB97M-V/def2-TZVPD) of a molecular structure, C9H9O6Pd at a distorted geometry.

Values from the calculation:
Expectation value of S²: 2.01
LUMO (alpha / beta), eV: -5.387 / -7.366
F_max, eV Å⁻¹: 6.69
Spin multiplicity: 3
Relative energy (zero: lowest compared OMol25 entry of this formula, charge and spin), eV: 0.6548
HOMO-LUMO gap (alpha / beta), eV: 7.3770 / 6.6594
Net charge: +1

Geometry as XYZ:
```
25
Properties=species:S:1:pos:R:3:nbo_charge:R:1
O -0.93382 1.16672 -3.04993 -0.3671
C -1.11968 0.42115 -2.11566 0.2155
Pd -2.56055 0.71566 -0.93139 0.6684
C -2.23225 1.12842 0.89851 0.4897
O -2.16530 1.41529 2.01530 -0.3732
C -0.08104 -0.86130 -2.08766 0.4384
O -0.57559 -1.95650 -1.83882 -0.4109
C 1.29095 -0.56623 -2.30951 0.3131
O 1.92257 0.41996 -1.98672 -0.3921
C -3.35643 2.15574 -1.89750 0.4971
O -3.82979 3.02916 -2.48238 -0.3400
H 1.51906 -1.51218 -2.77370 0.1700
C 1.16250 -1.31938 2.00362 -0.4386
C 1.96463 -0.07981 1.58737 -0.4317
C 0.92456 0.84310 0.95043 -0.0837
O -0.16699 0.02519 0.51475 -0.5817
C -0.15254 -1.22107 1.22400 -0.0834
H 1.68461 -2.25450 1.78979 0.2364
H 0.94000 -1.28551 3.07374 0.2264
H 2.71477 -0.34252 0.83368 0.2189
H 2.46606 0.40548 2.42630 0.2425
H 0.55606 1.57108 1.68927 0.1801
H 1.30755 1.38877 0.08268 0.2190
H -0.25855 -2.02520 0.48743 0.2016
H -1.02080 -1.26153 1.89639 0.1855
```

---

The following is a DFT calculation (wB97M-V/def2-TZVPD) of a molecular structure, C24H26N4S2SiV at a distorted geometry.

Values from the calculation:
Expectation value of S²: 0.79
LUMO (alpha / beta), eV: -7.613 / -7.207
F_max, eV Å⁻¹: 5.28
Spin multiplicity: 2
Relative energy (zero: lowest compared OMol25 entry of this formula, charge and spin), eV: 0.0000
HOMO-LUMO gap (alpha / beta), eV: 6.3606 / 6.7698
Net charge: +2

Geometry as XYZ:
```
58
Properties=species:S:1:pos:R:3:nbo_charge:R:1
C -1.39493 0.36164 -0.01588 -0.2721
C -1.39154 -0.94719 -0.59584 -0.2451
C -0.71271 -1.83142 0.29682 -0.2934
H -1.87121 -1.22346 -1.52882 0.2902
C -0.31395 -1.07344 1.43621 -0.2344
C -0.74756 0.27202 1.25091 -0.2203
H -0.67142 1.07953 1.98071 0.2804
H -1.90125 1.22787 -0.43709 0.2772
H -0.60249 -2.90282 0.15219 0.2817
H 0.12362 -1.48778 2.34079 0.2774
V 0.57005 -0.30315 -0.38055 0.9234
C 2.50734 -1.22158 -3.31495 -1.0855
H 2.78398 -1.57532 -2.31151 0.2350
H 3.11053 -0.35127 -3.59429 0.2637
H 2.65995 -2.02581 -4.05233 0.2878
Si 0.67086 -0.84636 -3.40950 1.4487
C -0.09513 0.23684 -4.73310 -0.4116
C -1.49140 0.36474 -4.60894 -0.2495
H -2.09627 -0.47731 -4.26463 0.2250
C -2.10346 1.59328 -4.86134 -0.2213
H -3.16063 1.72719 -4.62639 0.2352
C -1.34704 2.64379 -5.39378 -0.2073
H -1.80376 3.62757 -5.53523 0.2371
C -0.01090 2.42189 -5.75300 -0.1892
H 0.55226 3.21776 -6.24723 0.2375
C 0.61088 1.20411 -5.46515 -0.2200
H 1.63905 0.99887 -5.77636 0.2307
C -0.07220 -2.53147 -3.54957 -0.5105
C -1.05687 -2.86643 -4.48149 -0.1883
H -1.27299 -2.22229 -5.34192 0.2380
C -1.73179 -4.08556 -4.32055 -0.1892
H -2.52794 -4.34967 -5.01382 0.2387
C -1.39253 -4.96136 -3.27772 -0.1797
H -1.94350 -5.89179 -3.12294 0.2407
C -0.31475 -4.66021 -2.43741 -0.2083
H 0.01744 -5.33552 -1.64753 0.2216
C 0.39237 -3.47672 -2.62660 -0.2256
H 1.33388 -3.30974 -2.08360 0.1978
H 0.53930 -1.26286 -1.71560 -0.0096
H -0.04997 0.05528 -2.41756 -0.1359
N 2.53272 -2.72512 1.33692 -0.7633
C 2.87865 -1.44060 1.49647 0.3097
N 2.28935 -0.41464 0.87244 -0.5855
C 2.84272 0.81628 1.26559 0.1034
C 3.88406 0.68931 2.16897 -0.3805
S 4.18440 -0.97214 2.56264 0.5124
C 2.22757 1.96180 0.67964 0.0966
C 2.44728 3.31624 0.86348 -0.3842
S 1.36633 4.27697 -0.09526 0.4990
C 0.66060 2.79811 -0.74824 0.3138
N 1.20107 1.68115 -0.24297 -0.5918
N -0.29752 2.82852 -1.68575 -0.7734
H 3.04356 -3.41596 1.86730 0.4366
H 1.75255 -3.00407 0.75021 0.4181
H 4.41501 1.53866 2.57918 0.2758
H 3.19717 3.70671 1.54310 0.2760
H -0.59606 3.73710 -2.01055 0.4334
H -0.51884 2.00848 -2.25267 0.4328
```